The following is a quantum chemistry calculation of a molecular structure, C13H22Cl2CrN9O4, from the OMol25 dataset.

CARTESIAN COORDINATES (ANGSTROEM)
Cr -1.088727 -0.198489 -0.562439
N -2.652262 -0.898268 0.617933
C -3.289263 0.151044 1.449874
C -2.292542 1.277161 1.630595
N -1.629526 1.573643 0.330782
C -2.391024 2.441441 -0.607988
C -3.236236 1.591451 -1.532812
N -2.362301 0.519671 -2.077702
H -3.364061 -1.459823 0.157621
H -2.121608 -1.558656 1.213940
H -3.586408 -0.255762 2.417844
H -4.197345 0.493751 0.955711
H -1.498343 0.978847 2.317009
H -2.765487 2.176276 2.029203
H -0.754068 2.046735 0.543873
H -1.655495 2.995718 -1.194126
H -2.994283 3.167106 -0.058496
H -3.662117 2.194826 -2.336221
H -4.062577 1.110528 -1.012225
H -1.746170 0.905638 -2.791228
H -2.930174 -0.174107 -2.557353
Cl -0.434965 -1.404545 -4.178270
C -0.976733 -2.774476 -3.255034
Cl -0.907259 -2.493592 -1.449994
H -0.330153 -3.631697 -3.412409
H -2.016401 -2.992458 -3.475655
N 1.830674 2.386154 -4.231100
N 1.568611 1.602586 -3.134629
N 2.492481 0.859719 -2.585090
C 1.799446 0.201737 -1.667479
N 0.511505 0.544436 -1.691500
N 0.379506 1.460202 -2.648396
H 2.825043 2.594151 -4.222408
H 1.248737 3.215198 -4.178896
H 2.225900 -0.513511 -0.987799
O -0.642616 -2.155223 2.013816
C 0.291359 -1.444749 1.694475
O 0.182349 -0.566597 0.675188
C 1.616666 -1.434964 2.346191
C 1.888576 -2.375178 3.342392
C 3.124498 -2.380222 3.968062
C 4.094473 -1.449132 3.612448
C 3.793296 -0.532141 2.621144
C 2.576418 -0.501769 1.977119
N 4.813263 0.460960 2.208880
O 4.518608 1.190607 1.279068
O 5.868502 0.447275 2.792625
H 1.130032 -3.092941 3.618986
H 3.341392 -3.108269 4.736481
H 5.065368 -1.428332 4.086010
H 2.401420 0.238061 1.211959

Atoms 1-3, force components in eV/Å:
Cr 0.081 0.237 0.207
N 0.011 -0.156 -0.150
C -0.082 -0.056 0.096

Output
Spin multiplicity: 2
Lowest unoccupied orbital energy (spin up / spin down) in Eh: -0.2932 / -0.2729
Energy relative to the best compared isomer or geometry (same formula, charge and spin) in kJ/mol: 3.8
Calculated total energy in eV: -88888.093
Charge: +2
Orbital gap (spin up / spin down) in eV: 7.0609 / 7.6130
Maximum force in hartree/bohr: 0.0080